Computed, not measured: a 2-piece molecular cluster, CH9N3 overall, with ωB97M-V/def2-TZVPD.

Computed properties:
2S+1   2
Charge   -1
E_LUMO (alpha / beta)   0.1654 / 0.1618 hartree
ΔE to the lowest compared entry with this formula, charge and spin   0.0 kJ/mol
Total energy   -207.69950 hartree
Gap between HOMO and LUMO (alpha / beta)   3.22 / 9.49 eV

```
13
CH9N3 | OMol25 | ωB97M-V/def2-TZVPD
N -2.53 0.02 -0.49
H -3.33 0.30 -1.05
H -2.18 -0.90 -0.76
H -2.69 -0.09 0.51
N 2.28 -0.72 0.08
C 0.94 -0.31 0.45
N 0.59 1.02 -0.01
H 2.99 -0.17 0.55
H 2.42 -0.51 -0.91
H 0.87 -0.36 1.54
H 0.28 -1.08 0.04
H 0.58 1.76 0.66
H -0.22 1.04 -0.60
```

=====

Computed, not measured: a 2-piece molecular cluster, C10H23Cl2N2O8P overall, with ωB97M-V/def2-TZVPD.

Computed properties:
E_LUMO   -0.0194 hartree
Total energy   -2367.81111 hartree
Gap between HOMO and LUMO   8.51 eV

```
46
C10H23Cl2N2O8P | OMol25 | ωB97M-V/def2-TZVPD
C 2.05 2.32 2.43
C 2.56 0.89 2.48
O 3.22 0.58 3.71
C 1.44 -0.14 2.44
N 0.52 0.04 1.29
C -0.72 -0.83 1.36
C -1.73 -0.35 0.30
C -2.96 -1.27 0.30
C -4.28 -0.49 0.36
C -4.46 0.42 -0.84
Cl -6.15 1.00 -0.95
N -1.19 -0.22 -1.03
C 0.07 0.47 -1.09
C 1.11 -0.04 -0.09
P 1.64 -1.71 -0.65
O 0.57 -2.71 -0.72
O 2.75 -2.08 0.45
O 2.41 -1.46 -1.99
H 1.79 2.62 1.41
H 2.82 3.02 2.75
H 1.17 2.46 3.07
H 3.27 0.72 1.66
H 3.69 1.36 4.02
H 1.85 -1.15 2.42
H 0.85 -0.04 3.35
H 0.16 1.00 1.35
H -1.13 -0.68 2.36
H -0.42 -1.86 1.22
H -2.05 0.66 0.62
H -2.92 -1.94 1.16
H -2.94 -1.87 -0.61
H -5.11 -1.20 0.40
H -4.31 0.10 1.28
H -4.22 -0.10 -1.77
H -3.83 1.30 -0.79
H -1.16 -1.10 -1.53
H -0.06 1.55 -0.95
H 0.63 0.34 -2.02
H 1.98 0.62 -0.14
H 2.86 -3.04 0.48
H 2.27 -0.65 -2.53
O 0.93 1.92 -5.32
Cl 1.61 0.68 -5.04
O 3.00 0.77 -5.38
O 0.98 -0.41 -5.72
O 1.51 0.44 -3.59
```

=====

Computed, not measured: a 9-piece molecular cluster, C36H60F18O18 overall, with ωB97M-V/def2-TZVPD.

Computed properties:
Structure (SMILES)   CCOC(=O)C(F)(F)F.CCOC(=O)C(F)(F)F.CCOC(=O)C(F)(F)F.CCOC(=O)C(F)(F)F.CCOC(=O)C(F)(F)F.CCOC(=O)C(F)(F)F.COCCOC.COCCOC.COCCOC
E_LUMO   0.0206 hartree
ΔE to the lowest compared entry with this formula, charge and spin   0.0 kJ/mol
Total energy   -4559.59311 hartree
Gap between HOMO and LUMO   9.90 eV

```
132
C36H60F18O18 | OMol25 | ωB97M-V/def2-TZVPD
C 1.42 -0.29 1.99
C 0.21 -1.10 1.61
O -0.22 -0.85 0.26
C -0.69 0.31 -0.12
O -0.87 1.28 0.55
C -1.10 0.27 -1.60
F -0.52 -0.69 -2.30
F -2.43 0.06 -1.66
F -0.85 1.45 -2.16
H 1.25 0.78 1.93
H 2.33 -0.53 1.45
H 1.59 -0.46 3.06
H -0.61 -0.93 2.32
H 0.41 -2.16 1.65
C 0.09 4.74 0.36
C -1.06 4.44 -0.56
O -2.16 3.99 0.24
C -3.30 3.77 -0.38
O -3.60 4.10 -1.48
C -4.25 2.96 0.53
F -3.72 2.78 1.74
F -5.41 3.63 0.68
F -4.54 1.77 0.02
H 0.90 5.19 -0.22
H 0.54 3.80 0.69
H -0.17 5.26 1.28
H -0.72 3.67 -1.26
H -1.38 5.25 -1.22
C 4.02 -4.08 9.03
C 5.16 -3.49 8.20
O 4.75 -3.13 6.88
C 4.53 -1.86 6.60
O 4.61 -0.93 7.35
C 4.08 -1.65 5.14
F 4.00 -2.79 4.45
F 2.87 -1.08 5.13
F 4.94 -0.84 4.52
H 3.20 -4.44 8.40
H 3.64 -3.34 9.73
H 4.37 -4.96 9.58
H 5.97 -4.22 8.07
H 5.66 -2.69 8.74
C -1.02 3.18 3.66
C 0.12 2.45 4.29
O 1.37 2.95 3.78
C 2.46 2.55 4.39
O 2.51 1.89 5.38
C 3.71 3.24 3.80
F 4.72 2.38 3.72
F 3.44 3.68 2.55
F 4.06 4.29 4.54
H -1.95 2.73 4.00
H -1.00 3.03 2.58
H -1.01 4.27 3.77
H 0.09 1.39 4.03
H 0.14 2.52 5.38
C -3.03 -5.85 -6.04
C -2.89 -4.38 -6.32
O -1.87 -3.79 -5.46
C -0.62 -3.84 -5.87
O -0.24 -4.02 -6.99
C 0.33 -3.79 -4.66
F 1.60 -3.72 -5.06
F 0.07 -2.80 -3.81
F 0.17 -4.96 -4.00
H -2.63 -6.47 -6.85
H -4.06 -6.16 -5.89
H -2.49 -6.12 -5.13
H -3.76 -3.78 -6.07
H -2.62 -4.15 -7.35
C 5.09 5.07 -2.92
C 4.50 4.41 -1.70
O 4.26 3.03 -2.01
C 3.68 2.28 -1.08
O 3.27 2.67 -0.03
C 3.50 0.82 -1.55
F 3.93 0.00 -0.60
F 2.18 0.61 -1.75
F 4.15 0.56 -2.69
H 4.31 5.11 -3.68
H 5.93 4.50 -3.33
H 5.48 6.04 -2.65
H 3.57 4.88 -1.39
H 5.14 4.48 -0.82
C -2.08 -4.55 -1.56
O -2.97 -4.82 -2.62
C -3.90 -3.80 -2.88
C -5.15 -3.87 -2.02
O -4.96 -3.43 -0.71
C -4.98 -2.02 -0.57
H -1.25 -5.25 -1.66
H -2.59 -4.68 -0.60
H -1.61 -3.56 -1.64
H -4.13 -3.84 -3.96
H -3.39 -2.82 -2.83
H -5.40 -4.94 -2.00
H -5.99 -3.42 -2.57
H -5.01 -1.76 0.48
H -5.78 -1.53 -1.13
H -4.01 -1.65 -0.93
C 0.91 -4.11 6.54
O -0.04 -4.48 5.58
C -0.63 -3.37 4.98
C -1.89 -3.78 4.25
O -2.23 -2.76 3.36
C -3.37 -3.08 2.58
H 1.25 -4.99 7.08
H 0.55 -3.39 7.29
H 1.80 -3.66 6.07
H 0.06 -2.89 4.27
H -0.93 -2.61 5.71
H -2.66 -4.04 5.00
H -1.76 -4.74 3.73
H -3.10 -3.84 1.85
H -3.66 -2.15 2.09
H -4.26 -3.37 3.15
C 1.17 6.51 -8.27
O 0.57 5.27 -8.05
C -0.70 5.38 -7.45
C -0.99 4.20 -6.56
O -0.08 4.08 -5.51
C -0.64 3.48 -4.35
H 0.64 7.11 -9.03
H 2.19 6.36 -8.60
H 1.20 7.09 -7.34
H -1.49 5.42 -8.22
H -0.80 6.31 -6.87
H -1.06 3.30 -7.19
H -1.99 4.41 -6.13
H -1.41 4.15 -3.95
H 0.16 3.45 -3.62
H -1.09 2.52 -4.62
```

=====

Computed, not measured: C9H19BrNOPd as an isolated structure, with ωB97M-V/def2-TZVPD.

Computed properties:
2S+1   3
Charge   +1
E_LUMO (alpha / beta)   -0.0976 / -0.2461 hartree
ΔE to the lowest compared entry with this formula, charge and spin   267.1 kJ/mol
Total energy   -3185.72836 hartree
Gap between HOMO and LUMO (alpha / beta)   8.07 / 2.56 eV

```
32
C9H19BrNOPd | OMol25 | ωB97M-V/def2-TZVPD
Pd -10.48 1.06 -0.19
Br -6.56 1.36 0.93
C 0.37 -1.13 2.45
C 0.54 -0.19 1.29
C 2.10 0.12 1.18
C 2.39 0.93 -0.12
C 1.96 0.05 -1.39
C 0.47 -0.38 -1.31
N -0.04 -0.79 0.08
O -1.37 -1.36 0.17
C -0.38 0.77 -1.84
C 0.16 -1.63 -2.30
C -0.20 1.11 1.66
H 0.67 -2.14 2.17
H -0.66 -1.11 2.81
H 0.87 -0.83 3.37
H 2.45 0.64 2.07
H 2.62 -0.84 1.20
H 3.45 1.19 -0.22
H 1.85 1.88 -0.06
H 2.57 -0.85 -1.38
H 2.06 0.69 -2.26
H -0.23 1.78 -1.47
H -0.28 0.92 -2.91
H -1.46 0.65 -1.71
H 0.45 -2.60 -1.90
H -0.89 -1.70 -2.56
H 0.70 -1.49 -3.24
H -1.17 0.97 2.15
H -0.46 1.69 0.77
H 0.43 1.76 2.26
H -1.88 -0.55 0.27
```

=====

Which value of total energy does entry 2 give? -2367.81111 hartree